13
Properties=species:S:1:pos:R:3 method="wB97M-V/def2-TZVPD" de_lowest_kcal_mol=28.1 gap_ev=10.83 e_homo_ev=-9.86 smiles="CC=O.NC=O" molar_mass_da=89.094
O 0.33 -1.68 0.43
C 0.15 -1.91 -0.73
C -0.74 -1.18 -1.69
H 0.65 -2.73 -1.25
H -1.39 -0.43 -1.26
H -1.42 -1.89 -2.16
H -0.19 -0.66 -2.48
C 0.18 2.00 0.68
N 0.63 1.05 1.56
O -0.51 1.75 -0.27
H 0.41 3.03 1.01
H 1.30 1.24 2.27
H 0.82 0.12 1.18

***

13
Properties=species:S:1:pos:R:3 method="wB97M-V/def2-TZVPD" de_lowest_kcal_mol=92.9 gap_ev=7.47 e_homo_ev=-7.05 molar_mass_da=89.094
C -2.49 -0.04 -0.42
N -1.29 0.22 0.59
C 0.03 -0.33 0.29
O 0.25 -1.51 0.30
O 0.89 0.65 0.02
C 2.24 0.20 -0.21
H -2.18 0.55 -1.30
H -1.60 -0.20 1.46
H -2.31 -1.09 -0.68
H -1.23 1.23 0.73
H 2.58 -0.39 0.64
H 2.83 1.11 -0.32
H 2.28 -0.41 -1.11

***

13
Properties=species:S:1:pos:R:3 method="wB97M-V/def2-TZVPD" de_lowest_kcal_mol=21.1 gap_ev=10.48 e_homo_ev=-9.73 smiles="CNC(=O)CO" molar_mass_da=89.094
C -1.25 -1.01 1.25
N -0.53 -0.36 0.17
C 0.64 0.31 0.34
O 1.33 0.27 1.34
C 1.03 1.12 -0.90
O 0.64 0.42 -2.07
H -1.54 -2.03 0.98
H -0.59 -1.04 2.12
H -2.15 -0.44 1.51
H -1.00 -0.24 -0.72
H 2.10 1.33 -0.88
H 0.49 2.08 -0.90
H 0.94 -0.48 -1.91

***

13
Properties=species:S:1:pos:R:3 method="wB97M-V/def2-TZVPD" de_lowest_kcal_mol=151.8 gap_ev=10.43 e_homo_ev=-9.96 molar_mass_da=89.094
C -2.17 0.42 -0.30
C -1.21 -0.77 -0.06
C 1.69 0.43 -0.20
H -3.04 0.04 -0.84
H -2.55 0.81 0.82
H -1.72 1.21 -0.76
H -1.04 -0.93 -1.10
H -1.50 -1.80 0.14
H 0.86 1.44 1.17
H 2.23 1.50 -0.51
N 0.31 0.83 0.08
O -0.09 -0.39 0.78
O 1.94 -0.68 -0.29

***

13
Properties=species:S:1:pos:R:3 method="wB97M-V/def2-TZVPD" de_lowest_kcal_mol=157.5 gap_ev=5.68 e_homo_ev=-8.81 molar_mass_da=89.094
C -0.70 -0.57 -0.28
C -0.96 0.22 0.89
C -0.02 1.22 1.35
O 1.66 -1.22 -0.95
O 0.87 1.58 0.60
N -0.33 0.15 -1.47
H 0.13 -1.28 -0.03
H -1.66 -1.08 -0.55
H -1.62 -0.23 1.63
H -0.10 1.53 2.39
H 0.68 -0.03 -1.56
H 2.57 -1.42 -0.68
H -0.52 1.14 -1.33

***

13
Properties=species:S:1:pos:R:3 method="wB97M-V/def2-TZVPD" de_lowest_kcal_mol=76.2 gap_ev=9.01 e_homo_ev=-8.48 molar_mass_da=89.094
C 1.08 0.13 -0.13
N -1.53 -0.69 0.73
C 0.10 -0.33 -0.95
C -1.19 -0.75 -0.50
O 2.29 0.52 -0.63
O 1.19 -0.23 1.14
H 2.25 0.66 -1.58
H 2.00 0.14 1.52
H -0.98 1.88 1.43
H -1.13 1.08 1.38
H -2.49 -0.99 0.92
H 0.28 -0.36 -2.02
H -1.87 -1.07 -1.30

***

13
Properties=species:S:1:pos:R:3 method="wB97M-V/def2-TZVPD" de_lowest_kcal_mol=27.6 gap_ev=10.80 e_homo_ev=-10.05 smiles="O=CNCCO" molar_mass_da=89.094
O -2.26 -0.42 0.98
C -1.28 -0.76 0.01
C -0.32 0.42 -0.16
N 1.01 0.12 -0.65
C 2.09 0.19 0.17
O 2.02 0.38 1.37
H -2.20 0.51 1.18
H -1.78 -0.98 -0.94
H -0.75 -1.65 0.34
H -0.19 0.83 0.84
H -0.75 1.16 -0.83
H 1.18 -0.02 -1.64
H 3.05 0.09 -0.36

***

13
Properties=species:S:1:pos:R:3 method="wB97M-V/def2-TZVPD" de_lowest_kcal_mol=66.6 gap_ev=9.31 e_homo_ev=-8.60 smiles="C=CN.O=CO" molar_mass_da=89.094
C -1.71 1.00 -1.82
C -2.58 1.97 -1.29
N -0.84 0.25 -1.06
H -1.72 0.75 -2.87
H -3.39 2.55 -1.78
H -2.45 2.10 -0.20
H -0.80 0.09 -0.03
H 0.87 -0.07 -0.12
H -0.75 -0.77 -1.33
O 0.94 -0.39 0.81
C 1.98 -0.85 1.53
O 2.22 -1.98 1.86
H 2.77 -0.13 1.83

***

13
Properties=species:S:1:pos:R:3 method="wB97M-V/def2-TZVPD" de_lowest_kcal_mol=31.8 gap_ev="9.46 / 5.72" e_homo_ev="-14.65 / -14.57" multiplicity=2 molar_mass_da=89.094 total_charge=+1
C 0.28 -0.48 -0.97
C 0.53 -1.81 -1.14
N 1.06 0.40 -0.25
H -0.65 -0.03 -1.32
H -0.33 -2.46 -1.26
H 1.51 -2.27 -1.15
H 0.20 0.82 0.87
H 1.95 -0.01 0.04
H 1.19 1.32 -0.67
O -1.88 0.67 0.40
C -1.48 1.13 1.46
O -0.21 1.38 1.70
H -2.16 1.34 2.29

***

13
Properties=species:S:1:pos:R:3 method="wB97M-V/def2-TZVPD" de_lowest_kcal_mol=50.3 gap_ev="11.05 / 5.81" e_homo_ev="-15.16 / -15.15" multiplicity=2 molar_mass_da=89.094 total_charge=+1
O -2.64 0.22 -1.51
C -2.08 0.04 -0.46
C -0.65 0.50 -0.38
N 0.11 -0.51 0.42
C 1.45 -0.22 0.86
O 2.29 0.33 -0.16
H -2.53 -0.57 0.35
H -0.27 0.53 -1.41
H -0.68 1.48 0.09
H -0.09 -1.50 0.25
H 1.93 -1.14 1.22
H 1.43 0.51 1.67
H 1.73 0.32 -0.95

***

14
Properties=species:S:1:pos:R:3 method="wB97M-V/def2-TZVPD" de_lowest_kcal_mol=107.9 gap_ev=9.23 e_homo_ev=-9.70 smiles="CC(C)(S)[N+](=O)[O-]" molar_mass_da=121.161
C -0.98 0.93 0.68
C -0.47 -0.75 -1.23
C -0.06 -0.06 0.04
N 1.30 0.48 0.03
O 1.58 1.38 0.73
O 2.11 0.02 -0.75
S 0.37 -1.64 1.37
H -1.42 1.45 -0.16
H -0.46 1.52 1.34
H -1.85 0.40 1.23
H -0.13 -1.77 -1.36
H -0.11 -0.09 -2.03
H -1.57 -0.52 -1.20
H 1.68 -1.34 1.32

***

14
Properties=species:S:1:pos:R:3 method="wB97M-V/def2-TZVPD" de_lowest_kcal_mol=168.1 gap_ev=8.35 e_homo_ev=-8.30 molar_mass_da=121.161
C -2.88 0.20 1.13
C 3.14 -0.03 -0.05
C 0.56 0.07 -1.08
N -0.68 -0.26 -0.79
O -1.38 -0.90 -1.51
O -1.51 0.40 0.54
S 1.60 0.96 -0.03
H -3.76 0.15 0.41
H -2.76 -0.72 1.78
H -2.97 1.07 1.82
H 3.59 0.76 0.48
H 3.42 -0.24 -1.10
H 2.86 -1.04 0.33
H 0.77 -0.40 -1.94

***

14
Properties=species:S:1:pos:R:3 method="wB97M-V/def2-TZVPD" de_lowest_kcal_mol=131.2 gap_ev=9.27 e_homo_ev=-9.20 molar_mass_da=121.161
C 0.04 -2.04 -0.34
C 0.31 1.97 1.29
C -0.87 -1.02 -0.91
N -1.99 -0.86 -1.24
O -2.97 -0.39 -1.80
O 2.40 0.86 0.10
S 1.19 1.64 -0.30
H 0.15 -2.25 0.78
H 1.09 -1.74 -0.66
H -0.35 -2.89 -0.91
H 1.12 2.09 2.04
H -0.17 1.04 1.48
H -0.31 2.86 1.20
H 0.37 0.72 -0.71

***

14
Properties=species:S:1:pos:R:3 method="wB97M-V/def2-TZVPD" de_lowest_kcal_mol=12.1 gap_ev=9.75 e_homo_ev=-9.07 smiles="O=C(O)NCCS" molar_mass_da=121.161
C 0.29 -0.88 -0.23
C -0.30 -0.73 1.23
S -1.12 -2.28 1.68
N 0.04 0.25 -1.09
C 0.45 1.50 -0.71
O 0.67 2.36 -1.76
O 0.82 1.78 0.39
H -0.24 -1.72 -0.64
H 1.36 -1.08 -0.16
H 0.41 -0.39 1.98
H -1.01 0.10 1.17
H -2.43 -1.92 1.63
H -0.38 0.14 -2.00
H 1.44 2.88 -1.47

***

14
Properties=species:S:1:pos:R:3 method="wB97M-V/def2-TZVPD" de_lowest_kcal_mol=206.9 gap_ev=7.60 e_homo_ev=-8.76 molar_mass_da=105.093
C 1.14 -1.20 -0.45
O -0.63 -0.83 -0.04
O -1.68 -1.31 0.80
H -2.33 -1.65 0.15
H 0.86 -2.23 -0.66
H 1.25 -0.61 -1.36
H 1.95 -1.15 0.26
C -0.81 0.98 -0.47
C 0.61 1.44 0.22
N 0.78 1.48 1.47
O -0.95 1.19 -1.67
H 0.27 0.73 1.95
H -1.66 1.06 0.23
H 1.19 2.10 -0.42

***

14
Properties=species:S:1:pos:R:3 method="wB97M-V/def2-TZVPD" de_lowest_kcal_mol=39.2 gap_ev=10.70 e_homo_ev=-10.07 smiles="N[C@H](CO)C(=O)O" molar_mass_da=105.093
O 1.61 1.54 0.29
C 0.60 0.91 0.47
O -0.43 1.45 1.19
C 0.21 -0.45 -0.09
C -1.22 -0.47 -0.60
O -1.67 -1.81 -0.16
N 1.23 -0.91 -1.08
H -0.35 2.42 1.15
H 0.24 -1.04 0.82
H -1.81 0.36 -0.22
H -1.31 -0.51 -1.70
H -2.62 -1.62 -0.12
H 1.55 -1.79 -0.72
H 2.02 -0.28 -1.00

***

14
Properties=species:S:1:pos:R:3 method="wB97M-V/def2-TZVPD" de_lowest_kcal_mol=98.0 gap_ev=10.42 e_homo_ev=-9.70 smiles="CC(C)=O.O=NO" molar_mass_da=105.093
C 1.09 1.18 0.25
C -0.10 -1.02 -0.35
C -0.21 0.45 -0.16
N -3.99 -0.58 0.17
O -5.06 -1.08 0.25
O -3.80 0.33 -0.84
O -1.24 1.04 -0.26
H 0.96 2.21 0.05
H 1.93 0.78 -0.22
H 1.28 1.13 1.30
H -0.09 -1.65 0.51
H 0.86 -1.16 -0.80
H -0.94 -1.37 -0.90
H -2.99 0.86 -0.52

***

14
Properties=species:S:1:pos:R:3 method="wB97M-V/def2-TZVPD" de_lowest_kcal_mol=48.5 gap_ev=10.67 e_homo_ev=-10.03 smiles="O=C(O)NCCO" molar_mass_da=105.093
C -0.49 0.81 0.41
C -1.32 -0.32 -0.10
O -2.52 -0.63 0.58
N 0.90 0.95 0.21
C 1.88 0.07 -0.17
O 1.83 -1.29 0.12
O 2.88 0.44 -0.78
H -0.75 0.77 1.52
H -0.95 1.85 0.16
H -0.59 -1.14 -0.04
H -1.48 -0.14 -1.21
H -2.90 -1.44 0.19
H 1.19 1.74 -0.36
H 2.33 -1.66 -0.52

***

14
Properties=species:S:1:pos:R:3 method="wB97M-V/def2-TZVPD" de_lowest_kcal_mol=207.1 gap_ev="8.20 / 10.32" e_homo_ev="-8.03 / -9.56" molar_mass_da=105.093
C -1.19 0.64 0.35
C -0.18 0.57 -0.81
C -1.25 -0.89 0.65
N 0.52 -0.66 -0.73
O -0.20 -1.50 -0.08
O 3.02 0.49 -0.07
O 2.04 -0.16 0.64
H -0.65 1.20 1.08
H -2.21 1.07 0.05
H -0.47 0.51 -1.99
H 0.61 1.38 -0.82
H -1.36 -1.10 1.80
H -2.24 -1.28 0.24
H 3.55 -0.26 -0.32